<1>
A structure of composition H14O7. Source: OMol25; level of theory: ωB97M-V with the def2-TZVPD basis set.

Output
2S+1	1
orbital gap	7.74	eV
HOMO energy	-7.2355	eV

CARTESIAN COORDINATES (ANGSTROEM)
H (1.13985, 0.29458, -0.80525)
H (0.57685, 0.63599, 0.56461)
H (-3.26709, -0.63057, -1.49350)
H (-2.84441, 0.27578, -2.63802)
H (5.56213, 1.35376, 0.10403)
H (5.89693, 0.26118, 1.10614)
H (-3.20146, 2.80162, -0.39971)
H (-3.65516, 2.20652, 0.92319)
H (-3.51206, -0.25645, 2.53545)
H (-2.61598, -0.47053, 1.32663)
H (3.93048, -0.36200, -0.87670)
H (4.96607, -1.42134, -0.53699)
H (-1.04893, -1.78824, 0.16153)
H (-1.86740, -2.73106, -0.70522)
O (0.37480, 0.69391, -0.37603)
O (-2.49397, -0.20223, -1.87795)
O (5.16114, 0.63902, 0.61133)
O (-2.95136, 2.15198, 0.26692)
O (-2.69915, -0.69511, 2.26025)
O (4.50017, -0.66594, -0.16110)
O (-1.95146, -2.09088, 0.01039)

Here are the Mulliken charges for atoms 1 to 6, given in e:
1. H 0.277
2. H 0.318
3. H 0.314
4. H 0.244
5. H 0.300
6. H 0.304



<2>
A cluster of 7 separate species, H14O7 in total. Source: OMol25; level of theory: ωB97M-V with the def2-TZVPD basis set.

Output
structure (SMILES)	O.O.O.O.O.O.O
2S+1	1
orbital gap	10.75	eV
HOMO energy	-10.7473	eV

CARTESIAN COORDINATES (ANGSTROEM)
O (-1.59778, -1.56311, 0.79872)
H (-1.64195, -1.29718, -0.12666)
H (-1.00640, -0.91672, 1.20051)
O (-0.26521, 0.84140, -2.95081)
H (-0.12718, 0.76681, -3.90180)
H (-0.51750, 1.76268, -2.82202)
O (1.74376, -0.47771, -1.83498)
H (1.30635, -0.62208, -0.98833)
H (1.15824, -0.89651, -2.47588)
O (3.84565, -0.39276, 2.75331)
H (4.40678, -0.53014, 3.52484)
H (2.95942, -0.60523, 3.06706)
O (-2.98423, -1.39154, -3.29991)
H (-3.77590, -1.68154, -2.83285)
H (-3.16234, -0.46849, -3.51261)
O (-1.57821, -1.28892, 2.98384)
H (-0.91913, -0.71242, 3.38665)
H (-2.11239, -0.69413, 2.44545)
O (1.31557, 3.28146, 1.89337)
H (1.57461, 4.15743, 1.58585)
H (1.37784, 2.72869, 1.10625)

Here are the Mulliken charges for atoms 1 to 6, given in e:
1. O -0.616
2. H 0.319
3. H 0.302
4. O -0.566
5. H 0.305
6. H 0.272



<3>
A cluster of 7 separate species, H14O7 in total. Source: OMol25; level of theory: ωB97M-V with the def2-TZVPD basis set.

Output
structure (SMILES)	O.O.O.O.O.O.O
2S+1	1
orbital gap	11.41	eV
HOMO energy	-11.2348	eV

CARTESIAN COORDINATES (ANGSTROEM)
O (-4.23956, 1.88036, -3.40971)
H (-3.93500, 2.74807, -3.14412)
H (-4.48689, 1.45166, -2.59040)
O (4.57966, -0.96798, -0.53918)
H (4.61487, -0.35826, 0.19786)
H (5.23512, -1.63385, -0.33131)
O (1.14003, -0.01891, -3.17571)
H (1.82296, -0.19571, -2.52872)
H (0.40955, 0.32942, -2.66454)
O (-0.80059, -2.16271, 4.34217)
H (-1.44689, -2.32900, 3.65597)
H (-0.04483, -2.69520, 4.09415)
O (-1.03241, 0.62072, 0.25192)
H (-1.37439, -0.23171, 0.52142)
H (-0.11631, 0.61035, 0.52920)
O (-4.45201, -2.32875, 0.51000)
H (-4.54225, -2.97793, -0.18761)
H (-5.24927, -1.80217, 0.45238)
O (4.48871, 3.12297, 1.61534)
H (4.22621, 3.18510, 0.69694)
H (5.20338, 3.75356, 1.70385)

Here are the Mulliken charges for atoms 1 to 6, given in e:
1. O -0.633
2. H 0.320
3. H 0.313
4. O -0.631
5. H 0.317
6. H 0.318



<4>
A cluster of 7 separate species, H14O7 in total. Source: OMol25; level of theory: ωB97M-V with the def2-TZVPD basis set.

Output
structure (SMILES)	O.O.O.O.O.O.O
2S+1	1
orbital gap	11.61	eV
HOMO energy	-11.2544	eV

CARTESIAN COORDINATES (ANGSTROEM)
O (-0.63445, -4.85978, 1.41273)
H (-1.10858, -5.47169, 1.97575)
H (-0.86179, -5.12751, 0.52231)
O (-0.75191, 4.38104, -4.64662)
H (-0.55131, 5.11567, -5.22652)
H (0.03005, 4.28379, -4.10319)
O (2.22417, -3.02695, -3.67892)
H (1.78449, -3.87713, -3.68955)
H (2.85207, -3.07247, -4.39997)
O (-4.43543, 1.63843, 3.47021)
H (-3.69415, 1.06501, 3.66494)
H (-5.07418, 1.44646, 4.15679)
O (0.08653, 1.30977, 0.20478)
H (0.02070, 0.36742, 0.05022)
H (0.03041, 1.40147, 1.15592)
O (-0.80278, -1.33295, 4.29760)
H (-0.76186, -1.66804, 5.19329)
H (-0.55206, -2.07771, 3.75105)
O (4.03271, 3.47809, -1.60584)
H (4.77465, 3.24508, -1.04775)
H (3.39271, 2.78200, -1.45721)

Here are the Mulliken charges for atoms 1 to 6, given in e:
1. O -0.631
2. H 0.320
3. H 0.315
4. O -0.638
5. H 0.318
6. H 0.321



Stability ranking, top entry: <3>; the second entry is 0.0023 hartree less favorable.



<1>
A cluster of 7 separate species, H14O7 in total. Source: OMol25; level of theory: ωB97M-V with the def2-TZVPD basis set.

Output
structure (SMILES)	O.O.O.O.O.O.O
2S+1	1
orbital gap	10.90	eV
HOMO energy	-10.8794	eV

CARTESIAN COORDINATES (ANGSTROEM)
O (0.81588, -0.05560, -0.12036)
H (1.13700, -0.24265, -0.98217)
H (0.52340, -0.99718, 0.16537)
O (0.88932, -1.66232, -5.21266)
H (0.45772, -1.91024, -4.39078)
H (1.83339, -1.60024, -4.94367)
O (-1.71029, -1.40134, 1.40692)
H (-0.85362, -1.05892, 1.87257)
H (-1.58649, -2.26053, 1.00959)
O (-1.63136, 2.30103, 1.81643)
H (-1.93155, 1.57749, 1.30513)
H (-2.51573, 2.47752, 2.31026)
O (4.98026, 1.06793, 0.43939)
H (4.74314, 0.51782, 1.24998)
H (4.41608, 1.87005, 0.55351)
O (-0.00374, 3.06574, -0.89942)
H (0.10650, 3.54045, -0.02922)
H (-0.88761, 3.11468, -1.24145)
O (-3.27505, -3.06660, 2.32746)
H (-3.36871, -3.52842, 3.24337)
H (-2.59363, -3.49047, 1.81545)

Here are the Mulliken charges for atoms 1 to 6, given in e:
1. O -0.562
2. H 0.282
3. H 0.283
4. O -0.635
5. H 0.310
6. H 0.325



<2>
A cluster of 7 separate species, H14O7 in total. Source: OMol25; level of theory: ωB97M-V with the def2-TZVPD basis set.

Output
structure (SMILES)	O.O.O.O.O.O.O
2S+1	1
orbital gap	10.35	eV
HOMO energy	-10.5782	eV

CARTESIAN COORDINATES (ANGSTROEM)
O (0.34840, -1.63528, -2.62719)
H (-0.12596, -2.37706, -2.95977)
H (0.39048, -1.73112, -1.69223)
O (-1.57186, 1.45109, -1.34816)
H (-1.07604, 0.99945, -2.04286)
H (-2.40346, 0.99949, -1.27870)
O (-1.06985, -1.56225, 0.10504)
H (-0.72547, -1.89927, 0.92129)
H (-1.76972, -0.98697, 0.35063)
O (1.08976, 0.46381, 0.51868)
H (1.02263, 0.15760, 1.44510)
H (0.36026, -0.13841, 0.22315)
O (-0.42306, 2.32613, 1.78438)
H (-1.11949, 1.78517, 2.14857)
H (-0.05585, 1.77164, 1.05569)
O (1.69310, 1.13874, -2.25928)
H (1.63449, 0.70972, -1.42692)
H (1.53979, 0.48909, -2.94465)
O (0.81637, -0.69644, 2.93375)
H (0.43473, -0.00157, 3.44113)
H (1.01074, -1.26356, 3.65237)

Here are the Mulliken charges for atoms 1 to 6, given in e:
1. O -0.600
2. H 0.289
3. H 0.279
4. O -0.596
5. H 0.337
6. H 0.284



Stability ranking, top entry: <2>; the second entry is 0.0609 hartree less favorable.



<1>
A cluster of 7 separate species, H14O7 in total. Source: OMol25; level of theory: ωB97M-V with the def2-TZVPD basis set.

Output
structure (SMILES)	O.O.O.O.O.O.O
2S+1	1
orbital gap	11.72	eV
HOMO energy	-11.2851	eV

CARTESIAN COORDINATES (ANGSTROEM)
O (-0.02957, 0.93166, -1.16920)
H (0.65945, 0.73646, -1.74867)
H (0.51764, 1.21622, -0.42691)
O (1.10792, -3.02742, 0.17895)
H (1.53295, -3.92544, 0.07609)
H (0.12861, -2.72025, 0.05630)
O (-1.19618, -1.48492, 0.03213)
H (-0.47587, -0.84876, -0.15888)
H (-1.65241, -1.69987, -0.78463)
O (-1.42540, 3.24084, 0.28470)
H (-1.19803, 2.59678, -0.36725)
H (-2.34185, 3.13362, 0.54268)
O (1.24654, -1.40946, -2.07472)
H (1.96950, -1.45758, -2.68620)
H (1.45984, -2.05342, -1.35676)
O (-1.45004, 0.93079, 1.80346)
H (-1.81415, 0.43611, 1.05835)
H (-1.00376, 1.65343, 1.41867)
O (1.68101, 0.87342, 1.13931)
H (0.79121, 0.67362, 1.57180)
H (1.95264, 1.81978, 1.24835)

Here are the Mulliken charges for atoms 1 to 6, given in e:
1. O -0.654
2. H 0.291
3. H 0.310
4. O -0.766
5. H 0.296
6. H 0.454



<2>
A cluster of 7 separate species, H14O7 in total. Source: OMol25; level of theory: ωB97M-V with the def2-TZVPD basis set.

Output
structure (SMILES)	O.O.O.O.O.O.O
2S+1	1
orbital gap	10.96	eV
HOMO energy	-10.5276	eV

CARTESIAN COORDINATES (ANGSTROEM)
O (-1.16920, -1.43882, -1.29126)
H (-0.52512, -1.89075, -0.68388)
H (-1.92338, -1.34140, -0.69805)
O (1.38963, 1.50906, 0.25346)
H (0.53516, 1.64144, -0.18723)
H (1.63865, 2.43121, 0.53286)
O (3.03464, -0.51024, -0.64241)
H (2.83275, 0.45116, -0.42360)
H (3.88738, -0.45420, -1.01993)
O (0.78580, -1.57052, 0.95393)
H (1.27084, -2.34723, 1.13877)
H (1.46915, -1.01067, 0.39759)
O (-0.83112, 0.42521, 1.90942)
H (-0.23269, 1.08257, 1.52058)
H (-0.25894, -0.38721, 1.78287)
O (-0.85014, 1.41577, -1.17387)
H (-1.30155, 0.53535, -1.11094)
H (-0.43994, 1.36652, -2.03681)
O (-2.88737, -0.13371, -0.02573)
H (-3.85647, -0.04396, -0.01930)
H (-2.56808, 0.27043, 0.82355)

Here are the Mulliken charges for atoms 1 to 6, given in e:
1. O -0.719
2. H 0.350
3. H 0.374
4. O -0.732
5. H 0.426
6. H 0.293



Stability ranking, top entry: <2>; the second entry is 0.0293 hartree less favorable.